Here is a cluster of 7 separate species, C44H67F7N5O15S in total from the OMol25 dataset. Energies are from ωB97M-V/def2-TZVPD.

XYZ file:
```
139
Properties=species:S:1:pos:R:3:forces:R:3:mulliken_charge:R:1
S 4.082 1.502 -4.582 0.316 -0.123 -0.545 1.58
F 2.639 3.066 -2.703 -0.139 0.022 -0.162 -0.45
F 3.691 0.427 3.037 0.080 -0.323 0.229 -0.21
F 2.231 1.870 3.748 -0.035 0.216 0.871 -0.22
F 1.572 0.740 -4.110 -0.200 -0.302 0.509 -0.18
F 1.735 2.644 -5.088 -0.335 0.909 -0.015 -0.22
F 2.175 0.870 -6.168 -0.106 -0.554 -0.887 -0.22
F 3.545 2.365 2.138 0.561 0.527 -0.140 -0.29
O -8.690 3.894 -4.703 0.104 -0.102 0.111 -0.57
O 0.421 -6.041 -1.408 -0.250 -0.068 0.035 -0.54
O -1.712 -5.512 -0.986 -0.030 0.027 0.004 -0.26
O -3.597 -0.115 5.952 0.023 -0.009 -0.142 -0.60
O -6.088 0.441 0.045 -0.006 -0.182 0.178 -0.25
O 2.161 -3.228 2.236 -0.018 0.042 0.010 0.01
O -2.272 3.238 2.555 -0.098 0.149 0.311 -0.61
O -8.090 2.844 -2.818 0.013 -0.030 0.059 -0.36
O -1.789 -0.592 4.723 -0.041 0.012 -0.044 -0.38
O 2.831 -4.601 0.598 -0.061 0.121 0.193 -0.57
O -1.097 5.093 2.144 -0.927 0.958 1.586 -0.47
O -3.996 1.050 -0.400 -0.129 -0.184 -0.009 -0.50
O 1.871 0.960 1.856 -0.470 -0.443 0.086 -0.18
O 4.552 2.755 -5.078 -0.227 0.161 0.321 -0.69
O 4.620 0.285 -5.118 -0.115 -0.090 0.118 -0.65
N 6.850 1.397 -3.117 -0.105 0.007 0.122 -0.56
N -1.000 -1.867 -2.454 0.484 0.187 0.136 -0.31
N 2.286 1.301 -1.239 -0.088 0.552 -0.459 1.86
N -0.985 3.577 0.245 0.704 -0.695 -1.307 0.07
N 6.009 0.230 0.042 0.302 -0.322 0.381 0.03
C -4.764 0.426 0.285 0.178 0.262 0.021 0.19
C 2.446 -4.459 1.721 0.175 -0.224 -0.118 0.32
C -2.250 4.392 2.227 -0.295 -0.134 0.208 0.69
C -2.750 6.463 1.173 -0.068 -0.086 -0.031 -0.60
C -1.708 1.441 5.905 0.118 -0.044 -0.357 -0.54
C -2.693 -7.653 -0.906 0.113 -0.024 -0.007 -0.55
C 1.364 -4.786 3.816 0.045 -0.075 -0.098 -0.61
C -0.493 -0.019 4.498 0.200 -0.012 0.010 -0.09
C 3.113 -1.935 -1.148 -0.307 0.395 -0.308 -1.79
C -0.119 1.668 -0.937 0.023 0.195 0.046 -0.39
C -4.466 -0.428 1.498 -0.259 -0.239 -0.104 -0.06
C 2.221 -5.516 2.781 -0.317 0.209 0.127 -0.63
C 5.691 2.064 -2.567 0.477 0.190 -0.035 -1.06
C -1.375 6.474 1.830 -0.172 0.034 0.102 -0.51
C -0.172 -2.936 -3.044 -0.384 0.072 0.240 -0.96
C -2.899 -6.191 -0.529 -0.073 -0.070 0.015 -0.43
C -6.793 -0.298 1.068 -0.032 -0.130 0.092 -0.56
C 1.733 -1.805 -1.793 0.155 -0.416 0.066 1.79
C -2.511 0.199 5.566 -0.046 0.025 0.177 0.45
C -6.878 2.606 -2.079 0.087 0.041 -0.157 -0.04
C 3.044 0.471 -0.232 0.448 -0.104 0.038 0.43
C 4.326 1.357 -2.752 -0.032 -0.156 0.244 0.87
C 1.814 -3.343 3.634 -0.023 -0.018 0.102 -0.19
C 1.171 2.107 -0.698 -0.447 0.241 0.133 0.69
C -5.760 2.698 -3.111 -0.020 0.113 -0.112 -0.18
C -5.751 -1.243 1.655 0.116 0.055 0.011 -0.63
C -7.828 3.522 -3.962 -0.072 0.191 -0.136 0.45
C -3.422 5.286 1.878 0.280 0.134 -0.285 -0.50
C 3.865 -0.595 -0.974 -0.048 -0.349 0.181 2.21
C -0.684 -6.393 -1.111 0.227 -0.068 0.062 0.48
C 2.255 1.459 -5.013 0.562 -0.098 0.300 0.65
C 1.214 -3.097 -2.400 0.070 0.117 -0.274 -0.79
C 0.275 3.961 0.473 0.528 -0.428 -0.729 -0.98
C -1.174 -7.793 -0.799 -0.326 0.093 -0.181 -0.51
C 6.482 0.489 1.420 -0.091 -0.107 -0.266 -1.01
C 3.304 2.165 -1.945 0.211 0.056 0.105 -1.46
C -1.174 2.443 -0.441 0.613 0.313 0.019 -1.44
C 1.397 3.265 0.025 -0.336 -0.160 -0.124 -0.57
C 4.313 -0.143 -2.395 -0.460 0.075 0.241 -2.25
C -0.638 1.460 4.814 -0.131 0.066 0.100 0.62
C 5.080 -0.900 -0.088 0.167 0.108 -0.275 -2.16
C 2.825 1.380 2.694 -0.203 -0.187 -0.703 0.81
C -6.327 3.718 -4.099 0.068 -0.343 0.146 -0.47
C 2.135 -0.037 0.869 -0.222 -0.048 -0.282 -1.98
H 1.035 -2.619 3.855 -0.012 0.067 -0.071 0.01
H -3.582 -1.037 1.326 0.097 0.118 0.062 0.32
H 1.491 -5.143 4.835 0.054 0.024 0.005 0.40
H 3.193 -5.810 3.180 0.022 -0.048 -0.033 0.27
H -3.762 -5.737 -1.010 0.052 0.070 -0.031 0.32
H 1.904 -3.386 -3.195 0.085 -0.240 0.034 0.46
H -1.286 1.307 6.903 -0.045 0.024 0.038 0.30
H -1.014 1.988 3.939 0.025 0.031 0.006 -0.45
H 2.701 -3.105 4.225 0.011 -0.019 -0.003 0.32
H -5.690 -2.148 1.048 -0.029 -0.006 -0.003 0.25
H -7.173 0.414 1.801 0.028 0.013 0.013 0.30
H -1.488 -1.330 -3.153 -0.204 -0.158 -0.002 0.21
H -7.631 -0.811 0.605 0.003 0.070 -0.092 0.36
H 2.386 3.629 0.260 0.015 0.056 -0.037 0.58
H -6.788 3.375 -1.307 -0.005 0.013 0.004 0.10
H 5.578 -1.749 -0.558 0.070 -0.144 0.061 0.56
H 1.153 -0.249 0.469 -0.176 -0.084 0.023 0.45
H -4.132 4.752 1.253 -0.062 -0.090 0.097 0.17
H 5.289 -0.573 -2.588 0.177 0.089 -0.097 0.72
H 1.204 -3.909 -1.677 0.056 0.073 0.141 0.33
H 7.508 0.843 1.374 0.052 0.201 0.015 0.38
H -0.202 -0.212 3.466 -0.079 -0.042 -0.007 -0.05
H 5.831 2.200 -1.498 0.036 -0.152 0.114 0.56
H -2.650 6.246 0.109 0.014 0.001 0.022 0.23
H -1.654 -2.223 -1.773 -0.127 -0.007 -0.082 0.14
H 5.614 3.060 -3.004 -0.186 0.091 -0.033 0.62
H -3.277 7.409 1.276 0.023 0.009 0.077 0.44
H -4.288 0.235 2.346 0.070 0.009 0.004 0.04
H 1.863 0.687 -1.943 0.013 -0.239 0.088 -0.69
H -2.347 2.319 5.897 -0.071 -0.031 0.126 0.29
H 1.734 -6.384 2.346 0.141 -0.064 -0.062 0.32
H -0.586 6.844 1.179 0.090 -0.036 -0.041 0.35
H -1.361 7.044 2.760 0.001 0.028 -0.009 0.38
H -5.973 -1.536 2.678 0.007 0.072 0.019 0.37
H 3.647 -0.632 -3.099 -0.030 -0.108 -0.101 0.83
H 0.989 -1.489 -1.071 -0.067 0.294 0.071 -0.19
H 0.310 -4.879 3.554 -0.008 0.016 0.017 0.26
H 0.219 -0.513 5.168 0.003 -0.009 -0.001 0.15
H 7.454 1.005 -2.414 -0.036 -0.116 -0.033 0.32
H -6.092 4.744 -3.814 -0.003 0.040 -0.049 0.26
H 0.298 1.917 5.119 -0.004 -0.016 0.081 0.39
H -3.253 -8.338 -0.274 0.016 0.030 0.047 0.36
H 5.874 1.246 1.906 -0.037 0.013 0.078 0.20
H -5.638 1.733 -3.606 0.008 -0.008 0.026 0.27
H 3.824 2.702 -1.155 -0.033 0.091 0.088 0.63
H 3.007 -2.454 -0.204 0.075 -0.093 0.211 -0.45
H -0.068 -2.727 -4.106 0.054 0.066 -0.098 0.36
H 3.744 -2.580 -1.761 0.084 -0.050 -0.068 0.78
H 6.492 -0.416 2.030 -0.077 -0.067 0.105 0.35
H -4.803 2.975 -2.674 -0.020 0.016 0.048 0.12
H -2.979 -6.049 0.551 0.011 -0.016 0.009 0.26
H -2.189 2.128 -0.629 -0.123 0.023 0.111 0.93
H 3.749 1.171 0.219 0.073 0.030 -0.094 0.91
H 6.669 0.732 -3.855 0.061 0.078 -0.083 0.34
H -0.852 -8.051 0.211 0.050 -0.031 -0.003 0.23
H -3.911 5.584 2.807 -0.039 -0.034 0.018 0.36
H -3.005 -7.815 -1.938 -0.019 0.002 0.000 0.27
H 0.420 4.873 1.036 0.194 -0.309 -0.343 0.44
H 4.741 -1.255 0.886 -0.035 0.101 0.145 0.29
H -6.936 1.635 -1.606 -0.160 0.041 -0.031 0.17
H 6.842 -0.039 -0.464 -0.076 0.157 -0.218 0.41
H -0.696 -3.885 -2.948 0.033 -0.181 -0.190 0.38
H -0.753 -8.505 -1.504 0.141 -0.016 0.080 0.35
H 1.755 -1.084 -2.609 -0.111 0.281 -0.113 -0.82
H 2.492 -0.969 1.295 0.270 0.054 0.234 0.67
H -6.017 3.549 -5.126 -0.048 0.150 -0.050 0.31
H -0.326 0.763 -1.500 0.009 -0.063 0.005 0.51
```
Forces are in eV/Å.

## Properties
Molecular weight   1071.1 Da
Charge   +1
E_tot   -114730.09459 eV